# 1
A structure of composition C31H18Br4ClCoIO4P, computed with ωB97M-V/def2-TZVPD.

Structure (ORCA input):
```
! RIJCOSX wB97M-V def2-TZVPD def2/J DEFGRID3
* xyz -1 2
Co -0.3240 -0.7811 1.1574
Br -3.4605 4.8198 3.4853
C -2.6937 3.5123 2.3534
C -2.6959 3.6801 0.9778
Br -3.4718 5.2169 0.1923
C -2.1131 2.6990 0.1616
Br -2.0198 2.8736 -1.7223
C -1.5490 1.5493 0.6976
O -0.9733 0.6082 -0.0089
C -1.5575 1.3704 2.1142
O -0.9871 0.2851 2.5796
C -2.1166 2.3609 2.9115
Br -2.0134 2.0856 4.7811
Cl -0.3807 -2.8300 2.2130
C 2.7069 -2.8846 0.9827
C 3.1961 -4.0599 1.5291
C 3.7905 -4.0600 2.7758
C 3.9064 -2.8670 3.4696
C 3.4301 -1.6970 2.9065
C 2.8225 -1.6610 1.6474
P 2.0047 -0.1184 1.1123
C 2.7148 0.2002 -0.5324
C 3.9397 -0.3034 -0.9623
C 4.3950 -0.0322 -2.2457
C 3.6291 0.7457 -3.1028
C 2.4031 1.2444 -2.6814
C 1.9393 0.9677 -1.4039
C 2.7068 1.1712 2.1857
C 3.9627 1.7434 1.9879
C 4.4158 2.7364 2.8413
C 3.6150 3.1632 3.8951
C 2.3628 2.6021 4.0914
C 1.9016 1.6084 3.2366
H 3.0762 -4.9739 0.9629
H 4.1497 -4.9875 3.2020
H 4.3601 -2.8423 4.4517
H 3.5173 -0.7740 3.4634
H 4.5343 -0.9177 -0.2951
H 5.3461 -0.4313 -2.5761
H 3.9834 0.9540 -4.1049
H 1.7942 1.8366 -3.3529
H 0.9559 1.3035 -1.0887
H 4.5781 1.4160 1.1583
H 5.3892 3.1840 2.6832
H 3.9681 3.9445 4.5571
H 1.7277 2.9418 4.8998
H 0.9145 1.1754 3.3712
I -0.1593 -5.3024 -6.5014
C 0.2770 -4.4320 -4.6502
C -0.5566 -3.4441 -4.1468
C -0.2615 -2.8693 -2.9231
C 0.8579 -3.2829 -2.2080
C 1.6853 -4.2748 -2.7233
C 1.3968 -4.8528 -3.9483
C 1.1202 -2.6241 -0.9065
O 2.2182 -3.0964 -0.3188
O 0.4266 -1.7173 -0.5168
H -1.4268 -3.1244 -4.7026
H -0.8905 -2.0924 -2.5077
H 2.5552 -4.5918 -2.1661
H 2.0381 -5.6234 -4.3530
*
```

Results
highest occupied orbital energy (alpha / beta)	-4.2 / -4.2	eV
M	1026.36	g/mol
frontier orbital gap (alpha / beta)	0.2153 / 0.2167	Ha
⟨S²⟩	0.93
LUMO energy (alpha / beta)	1.695 / 1.693	eV



# 2
A structure of composition C31H19Br4MnN5O5, computed with ωB97M-V/def2-TZVPD.

Structure (ORCA input):
```
! RIJCOSX wB97M-V def2-TZVPD def2/J DEFGRID3
* xyz -1 5
Mn -1.8005 3.1202 -0.3538
O -2.2116 2.8756 1.6057
C -2.9794 2.0662 2.2397
C -2.8810 1.9727 3.6548
C -3.6688 1.1172 4.3818
C -4.6190 0.3030 3.7521
C -4.7449 0.3791 2.3843
C -3.9476 1.2344 1.6118
C -4.0833 1.2462 0.1693
N -3.4205 1.9849 -0.7048
C -3.8588 1.6595 -1.9684
C -4.8112 0.7057 -1.8695
N -4.9475 0.4577 -0.5156
H -2.1422 2.6036 4.1315
H -3.5530 1.0727 5.4586
H -5.2455 -0.3672 4.3250
H -5.4890 -0.2490 1.9052
H -3.4488 2.1338 -2.8422
H -5.4018 0.2002 -2.6111
H -5.5559 -0.2210 -0.0989
Br -2.2759 9.9376 -0.7974
C -1.6372 8.1758 -0.5457
C -0.3307 7.9474 -0.1437
Br 0.8482 9.3907 0.1727
C 0.1260 6.6317 0.0361
Br 1.8880 6.2269 0.5732
C -0.7222 5.5614 -0.1842
O -0.3745 4.2879 -0.0554
C -2.0563 5.7926 -0.5932
O -2.7881 4.7117 -0.7891
C -2.4987 7.0921 -0.7708
Br -4.2891 7.3117 -1.3271
C 6.6747 -8.3524 -0.7638
O 6.7019 -7.1525 -1.5049
C 5.7327 -6.2282 -1.2323
C 5.7879 -5.0499 -1.9782
C 4.8540 -4.0558 -1.7845
C 3.8402 -4.2171 -0.8358
C 3.7993 -5.3851 -0.0934
C 4.7347 -6.3969 -0.2831
N 2.8257 -3.2571 -0.5598
N 2.8420 -2.2758 -1.3314
C 1.8912 -1.2667 -1.1792
C 1.9999 -0.2821 -2.1463
C 1.1470 0.8085 -2.2367
C 0.0992 0.9574 -1.3360
O -0.7488 1.9184 -1.4367
C -0.0293 -0.0367 -0.2743
N -1.0314 0.1783 0.6056
C -1.2031 -0.6730 1.5866
C -0.4000 -1.8097 1.7559
C 0.6186 -2.0466 0.8737
C 0.8493 -1.1463 -0.1925
H 7.5125 -8.9481 -1.1169
H 5.7452 -8.9048 -0.9302
H 6.7915 -8.1644 0.3073
H 6.5805 -4.9395 -2.7072
H 4.8911 -3.1414 -2.3595
H 3.0143 -5.4994 0.6436
H 4.6701 -7.2971 0.3106
H 2.8038 -0.3988 -2.8632
H 1.2692 1.5536 -3.0108
H -2.0077 -0.4584 2.2846
H -0.5916 -2.4893 2.5764
H 1.2567 -2.9063 0.9813
*
```

Results
highest occupied orbital energy (alpha / beta)	-4.8 / -5.0	eV
M	916.08	g/mol
ΔE to the lowest compared entry with this formula, charge and spin	0.0	kJ/mol
frontier orbital gap (alpha / beta)	0.2468 / 0.2520	Ha
⟨S²⟩	6.04
LUMO energy (alpha / beta)	1.876 / 1.872	eV



# 3
A structure of composition C31H19Cl2CrF6N5O12S2, computed with ωB97M-V/def2-TZVPD.

Structure (ORCA input):
```
! RIJCOSX wB97M-V def2-TZVPD def2/J DEFGRID3
* xyz -1 4
Cr 0.0541 0.8900 -0.5730
F -4.0832 0.1785 -1.5894
C -3.6666 0.4009 -2.8324
F -3.6604 1.7084 -3.0626
F -4.5129 -0.1813 -3.6831
S -1.9684 -0.2808 -3.0843
O -1.2969 0.1876 -1.8815
O -1.5408 0.2329 -4.3378
N -2.1206 -1.8266 -3.1251
S -2.2203 -2.8056 -1.8878
O -2.4188 -2.1670 -0.6154
O -1.2602 -3.8610 -1.9939
C -3.8363 -3.6182 -2.2405
F -3.8648 -4.1430 -3.4642
F -4.0185 -4.6021 -1.3535
F -4.8409 -2.7520 -2.1229
O -4.6156 0.7075 2.9357
C -3.8777 -0.3504 3.1959
O -4.1606 -1.1348 4.0714
C -2.6420 -0.5421 2.3793
C -1.8056 -1.6392 2.4675
Cl -1.8669 -2.9804 3.5058
N -0.7576 -1.4591 1.6400
N -0.8797 -0.2864 0.9917
C -2.0061 0.2704 1.4201
C -2.3357 1.6381 0.8686
O -3.4153 2.1633 1.1614
O -1.4224 2.1398 0.1569
C 0.2747 -2.4090 1.3543
C 1.5921 -2.0853 1.6182
C 2.5874 -3.0103 1.3432
C 2.2540 -4.2486 0.8166
C 0.9265 -4.5611 0.5564
C -0.0735 -3.6419 0.8247
H -4.2193 1.2860 2.2022
H 1.8420 -1.1049 1.9950
H 3.6217 -2.7499 1.5260
H 3.0320 -4.9666 0.5920
H 0.6664 -5.5146 0.1171
H -1.1060 -3.8505 0.5858
O 3.7699 5.2863 -1.0470
C 3.6877 4.9869 0.2327
O 4.3463 5.5442 1.0769
C 2.7395 3.8963 0.6116
C 2.4361 3.5124 1.9022
Cl 2.9390 4.1244 3.3993
N 1.5916 2.4551 1.8640
N 1.2953 2.1691 0.5781
C 1.9627 3.0177 -0.1774
C 1.6022 2.9940 -1.6405
O 2.1292 3.8005 -2.4048
O 0.7013 2.1471 -1.9272
C 0.7014 2.0148 2.9080
C 0.9844 0.8685 3.6267
C 0.0768 0.4306 4.5810
C -1.0931 1.1434 4.8050
C -1.3531 2.3051 4.0895
C -0.4505 2.7505 3.1357
H 3.1591 4.7253 -1.6250
H 1.9126 0.3397 3.4604
H 0.2802 -0.4738 5.1403
H -1.8140 0.7822 5.5277
H -2.2727 2.8505 4.2534
H -0.6536 3.6311 2.5398
C 1.5388 -0.4693 -1.0494
C 2.1173 -0.3548 -2.4117
C 3.2663 0.4042 -2.6447
C 3.7809 0.5590 -3.9218
C 3.1609 -0.0538 -5.0016
C 2.0321 -0.8313 -4.7834
C 1.5216 -0.9854 -3.5047
H 2.3211 -0.3582 -0.2940
H 1.0618 -1.4456 -0.9251
H 3.7601 0.8890 -1.8070
H 4.6638 1.1678 -4.0747
H 3.5526 0.0750 -6.0028
H 1.5370 -1.3172 -5.6153
H 0.6503 -1.6119 -3.3528
*
```

Results
highest occupied orbital energy (alpha / beta)	-6.0 / -5.8	eV
M	954.54	g/mol
ΔE to the lowest compared entry with this formula, charge and spin	17.3	kJ/mol
frontier orbital gap (alpha / beta)	0.2901 / 0.2832	Ha
⟨S²⟩	3.82
LUMO energy (alpha / beta)	1.938 / 1.930	eV